Molecular formula: C57H44BrFeN8PS4Se2
Method: DFT, wB97M-V/def2-TZVPD

Computed properties:
* HOMO (alpha / beta): -0.0999 / -0.1890 Eh
* 2S+1: 6
* electronic energy: -13210.85272 hartree
* relative energy (zero: lowest compared OMol25 entry of this formula, charge and spin): 0.00 kcal/mol
* F_max: 5.97 eV/A
* HOMO-LUMO gap (alpha / beta): 4.52 / 6.94 eV
* charge: -1

Structure (XYZ):
```
118
Properties=species:S:1:pos:R:3:forces:R:3
Fe -1.0672 -0.8791 -0.4829 -2.184 0.255 -0.384
Se -4.1763 2.8480 4.8143 0.766 -0.431 -0.651
P -4.6121 1.3989 3.2429 -1.270 2.113 0.733
Se -4.1497 1.5879 1.1002 0.318 -0.086 -1.027
C -4.4157 -0.2874 3.7202 0.744 -0.539 0.830
C -4.7455 -1.3576 2.9276 -0.425 -0.839 0.031
C -4.7742 -2.6583 3.4951 0.093 0.153 -2.960
C -4.3593 -2.8787 4.7573 -0.501 0.281 3.161
C -4.2552 -1.7503 5.6262 1.560 -0.531 0.013
C -4.0732 -0.4916 5.0594 -0.722 0.302 1.405
C -6.4580 1.6972 3.2857 -1.295 -1.260 0.771
C -7.2163 1.0437 4.3513 2.162 0.284 -1.238
C -8.5562 1.1473 4.4265 -2.617 0.003 -0.893
C -9.3094 1.8436 3.4364 1.765 1.380 0.062
C -8.5764 2.6732 2.5783 -0.339 -0.678 -0.544
C -7.1798 2.5253 2.4290 0.156 -0.793 0.555
H -4.9565 -1.1930 1.8725 -0.207 -0.154 0.211
H -5.0806 -3.4792 2.8269 0.464 0.313 0.387
H -4.1915 -3.8731 5.2308 -0.593 0.685 -0.716
H -4.1746 -1.9130 6.7279 0.281 0.211 -1.082
H -3.7844 0.4115 5.6620 -0.515 -1.090 -0.489
H -6.7566 0.3414 5.0416 0.375 0.409 -0.028
H -9.1144 0.6210 5.1986 0.235 -0.113 -0.106
H -10.3813 1.8333 3.2994 -0.085 -0.062 0.630
H -9.0994 3.3617 1.8958 0.235 -0.555 0.224
H -6.6867 2.9066 1.5515 0.083 0.613 0.000
N 0.0510 -1.5279 0.7968 5.202 -0.964 2.768
S 1.5003 -1.4410 1.3234 -5.860 -0.250 -0.457
N 2.7429 -0.7454 0.6521 1.572 -0.384 -0.655
S 3.1115 0.4725 -0.2840 -0.722 0.267 -1.683
N 2.6324 0.4451 -1.8302 0.971 1.733 1.789
S 1.5073 -0.4374 -2.4782 -3.430 -0.221 1.249
N 0.1773 -0.6277 -1.8295 3.781 0.545 -2.813
C 1.3412 0.3545 -4.0770 1.467 1.141 0.232
C 1.7965 1.6686 -4.3508 0.176 -0.771 2.143
C 1.3505 2.3435 -5.4388 -1.469 -1.178 -1.109
C 0.4673 1.6510 -6.3251 0.250 0.059 0.217
C 0.2282 0.2800 -6.1729 0.709 0.043 0.155
C 0.7098 -0.3706 -5.0405 -0.327 1.290 -0.382
C 2.4049 -1.8941 -2.9485 -0.139 -1.433 0.360
C 3.5983 -1.6132 -3.5643 0.113 1.241 -0.612
C 4.4348 -2.6047 -4.0132 0.635 0.191 -0.115
C 4.0561 -3.9003 -3.8177 -0.482 -1.367 -0.120
C 2.8599 -4.2223 -3.1874 -0.045 -0.453 0.575
C 2.0199 -3.2334 -2.7168 -0.538 1.164 -0.008
C 2.8951 2.0512 0.4499 0.372 -2.016 0.119
C 3.4663 2.3578 1.7099 -0.232 0.166 -0.545
C 3.4992 3.6720 2.1158 -0.589 -0.597 -1.697
C 2.9674 4.6902 1.3235 -0.278 -0.456 0.591
C 2.2760 4.3330 0.1686 -0.121 0.545 -0.591
C 2.3237 3.0398 -0.2983 -0.984 0.891 -1.781
C 4.8352 0.4167 -0.5350 -0.220 -1.693 0.961
C 5.5980 -0.1957 0.4724 0.017 -0.628 0.900
C 6.9786 -0.2063 0.3249 -0.394 -0.597 1.741
C 7.6582 0.3560 -0.7327 0.763 0.573 0.225
C 6.9011 1.0008 -1.7133 -1.876 -0.075 0.211
C 5.4738 0.9789 -1.6355 1.152 0.629 -1.161
C 1.4169 -0.5084 2.8517 1.262 -1.171 0.273
C 2.3473 -0.7658 3.8469 -1.469 2.103 1.222
C 2.2851 -0.0212 5.0574 0.057 -1.335 -1.544
C 1.1792 0.7323 5.3201 -1.033 1.498 -1.101
C 0.2752 0.9978 4.2644 0.258 -1.046 -0.189
C 0.4356 0.4373 2.9816 -0.423 0.824 1.267
C 1.9508 -3.1977 1.7585 -1.107 -0.062 0.021
C 0.9782 -4.2339 1.8009 -0.442 0.502 -0.205
C 1.3920 -5.5212 2.2157 -1.622 1.467 -0.723
C 2.7147 -5.8055 2.3984 0.300 -0.043 0.056
C 3.6713 -4.8231 2.2359 0.438 0.241 0.017
C 3.2442 -3.5160 2.0258 2.681 1.160 -0.660
H 2.4298 2.1979 -3.6208 -0.365 -0.466 -0.282
H 1.6443 3.3688 -5.5049 -0.164 0.486 -0.574
H -0.0640 2.1769 -7.1049 0.283 0.123 -0.253
H -0.2433 -0.4066 -6.8751 -0.380 0.823 -0.182
H 0.5347 -1.3915 -4.9117 -0.458 -1.516 0.233
H 3.7844 -0.5561 -3.7807 0.387 -0.458 0.165
H 5.3881 -2.3885 -4.4824 -0.170 0.153 -0.074
H 4.6194 -4.7301 -4.2183 0.385 0.053 0.071
H 2.6146 -5.2691 -2.9794 0.024 0.385 -0.308
H 1.0631 -3.4718 -2.2376 0.404 0.232 -0.087
H 3.9503 1.6149 2.2836 0.267 -0.790 0.624
H 3.9422 3.8776 3.0310 0.834 0.522 1.541
H 3.0847 5.6891 1.6861 -0.334 0.547 -0.089
H 1.6782 5.0413 -0.4184 0.591 -0.024 0.252
H 1.9743 2.8105 -1.3178 -0.208 0.080 0.734
H 5.1117 -0.7532 1.3437 0.725 1.086 -1.406
H 7.5266 -0.6373 1.1733 0.022 0.012 -0.554
H 8.7649 0.3606 -0.6281 -0.921 0.150 -0.688
H 7.3245 1.5695 -2.5267 0.243 -0.219 -0.150
H 4.8673 1.3822 -2.4735 0.556 -0.153 0.784
H 3.0465 -1.5219 3.7459 1.471 -1.177 -0.284
H 3.0922 -0.0981 5.7363 0.547 -0.285 0.822
H 1.0354 1.2879 6.2440 0.113 -0.336 0.001
H -0.6446 1.5133 4.4591 -0.139 0.690 0.029
H -0.2155 0.7398 2.1682 -0.117 -0.320 0.180
H -0.0758 -4.0506 1.4655 1.161 0.046 0.588
H 0.6480 -6.3123 2.3263 0.168 0.295 -0.113
H 2.8956 -6.8247 2.6408 0.826 -0.619 0.124
H 4.7481 -5.0172 2.1954 -0.473 -0.105 0.411
H 4.0289 -2.7003 1.9154 -1.040 -1.145 0.162
S -2.0564 0.8906 0.6530 -0.686 0.768 0.775
N -2.3903 -1.7086 -1.7976 0.341 0.196 -0.116
C -2.6881 -1.6574 -2.9186 -1.236 -0.744 1.332
C -3.4267 -1.7783 -4.0685 0.400 0.202 -2.037
C -2.8283 -2.3013 -5.2625 -0.383 0.640 1.304
N -2.3483 -2.6674 -6.2381 0.467 -0.457 -0.825
C -4.6364 -1.0799 -4.2890 -1.750 0.546 -0.332
N -5.6621 -0.5963 -4.5840 1.640 -0.565 0.577
Br -1.2710 5.9979 -4.3660 -0.358 0.974 -0.789
C -2.0401 4.4054 -3.7722 -0.319 -0.740 -0.271
C -1.4319 3.9605 -2.6141 -0.492 0.543 -0.130
C -1.6823 2.6608 -2.2815 0.021 -1.661 0.053
N -2.4522 1.7787 -2.9602 0.264 1.058 -0.246
C -3.0780 2.2738 -4.0264 -0.754 -0.348 -0.289
C -2.9477 3.5924 -4.4693 0.130 0.830 -1.106
H -0.8311 4.6656 -2.0219 -0.088 -0.785 -0.267
H -1.1492 2.2178 -1.4733 0.138 -0.155 0.748
H -3.7410 1.5889 -4.6096 0.579 0.507 0.672
H -3.4970 3.9100 -5.4137 0.988 -0.291 1.430
```
Forces are in eV/Å.